Below is the molecule C5H6BrN3O2 at a distorted geometry, with properties calculated with wB97M-V/def2-TZVPD.

Each line ends with the natural charge from an NBO analysis.
CARTESIAN COORDINATES (ANGSTROEM)
C  -3.076  0.971  0.967  0.145
C  -2.624  1.932  0.110  0.212
C  -1.106  -0.043  0.739  0.452
C  -0.213  -1.134  1.134  -0.670
C  0.392  1.172  -0.833  -0.435
N  -2.303  0.025  1.362  -0.547
N  -0.796  0.879  -0.095  -0.373
N  -2.646  3.207  -0.331  0.451
O  -1.950  3.608  -1.237  -0.375
O  -3.567  3.690  0.298  -0.365
Br  -4.943  1.061  1.463  0.117
H  -0.262  -1.280  2.242  0.258
H  -0.476  -2.096  0.694  0.252
H  0.900  -0.819  0.849  0.216
H  0.069  1.776  -1.687  0.241
H  1.257  1.551  -0.347  0.215
H  0.696  0.216  -1.267  0.205

Summary:
DFT total energy ... -83883.2066 eV
Gap between HOMO and LUMO ... 8.311 eV
Energy above the lowest of the compared OMol25 structures with the same formula, charge and spin ... 632.2 kJ/mol

=====

Below is the molecule C6H7N at a distorted geometry, with properties calculated with wB97M-V/def2-TZVPD.

Each line ends with the natural charge from an NBO analysis.
CARTESIAN COORDINATES (ANGSTROEM)
C  -1.424  -1.188  -0.476  -0.598
C  -1.066  0.101  0.310  -0.250
C  0.079  -0.144  1.333  -0.457
C  0.354  0.430  0.052  0.128
C  1.173  0.949  -0.843  -0.351
C  2.545  1.252  -0.675  0.263
N  3.612  1.586  -0.512  -0.311
H  -1.066  -2.122  -0.110  0.212
H  -1.119  -0.967  -1.447  0.210
H  -2.441  -1.238  -0.316  0.212
H  -1.929  0.660  0.496  0.232
H  0.207  -1.110  1.809  0.245
H  0.247  0.638  2.156  0.234
H  0.830  1.154  -1.779  0.233

Summary:
DFT total energy ... -7822.3417 eV
SMILES ... C[C@H]1C/C1=C\C#N
Gap between HOMO and LUMO ... 10.398 eV
Energy above the lowest of the compared OMol25 structures with the same formula, charge and spin ... 318.9 kJ/mol

=====

Below is a structure of composition C14H22S5Ti at a distorted geometry, with properties calculated with wB97M-V/def2-TZVPD.

Each line ends with the natural charge from an NBO analysis.
CARTESIAN COORDINATES (ANGSTROEM)
Ti  -0.912  0.527  0.923  0.483
C  -2.112  0.138  -2.531  -0.495
C  -1.111  1.253  -2.713  -0.558
S  -1.076  2.269  -1.200  0.383
C  0.577  3.084  -1.236  -0.541
C  1.058  3.378  0.168  -0.484
S  1.272  1.887  1.280  0.332
C  2.865  1.070  0.707  -0.522
C  2.625  -0.312  0.124  -0.553
S  1.041  -0.262  -0.748  0.306
C  0.794  -1.990  -1.318  -0.540
C  -0.628  -2.189  -1.778  -0.517
S  -1.841  -0.962  -1.042  0.293
H  -2.208  -0.494  -3.434  0.270
H  -3.101  0.577  -2.325  0.258
H  -1.439  1.935  -3.508  0.274
H  -0.114  0.866  -2.934  0.235
H  0.393  4.019  -1.834  0.281
H  1.342  2.460  -1.739  0.236
H  0.302  3.974  0.693  0.267
H  2.017  3.887  0.180  0.265
H  3.411  0.999  1.658  0.269
H  3.410  1.735  0.007  0.266
H  2.619  -1.109  0.919  0.231
H  3.412  -0.605  -0.606  0.272
H  1.009  -2.685  -0.497  0.234
H  1.542  -2.130  -2.118  0.266
H  -1.041  -3.167  -1.457  0.264
H  -0.686  -2.196  -2.898  0.271
C  0.302  -1.016  2.722  -0.163
C  -0.866  -0.212  2.856  -0.380
C  -2.102  -0.724  2.379  -0.310
C  -2.189  -2.047  1.889  -0.117
C  -1.022  -2.810  1.791  -0.116
C  0.186  -2.329  2.262  -0.173
H  1.265  -0.588  2.959  0.249
H  -0.836  0.773  3.334  0.332
H  -2.972  -0.061  2.431  0.305
H  -3.155  -2.432  1.530  0.272
H  -1.069  -3.811  1.336  0.246
H  1.080  -2.942  2.201  0.253
S  -2.044  2.238  1.569  -0.146

Summary:
DFT total energy ... -92151.5696 eV
Net charge ... +2
Gap between HOMO and LUMO (alpha / beta) ... 6.696 / 6.694 eV
Energy above the lowest of the compared OMol25 structures with the same formula, charge and spin ... 0.0 kJ/mol

=====

Below is the molecule C11H4N4O2 at a distorted geometry, with properties calculated with wB97M-V/def2-TZVPD.

Each line ends with the natural charge from an NBO analysis.
CARTESIAN COORDINATES (ANGSTROEM)
O  0.019  -0.337  -3.123  -0.448
C  0.022  -0.211  -1.889  0.466
C  0.504  0.954  -1.149  -0.143
C  1.196  2.133  -1.532  -0.146
C  1.572  3.048  -0.524  -0.194
C  1.276  2.861  0.815  -0.179
C  0.605  1.705  1.191  -0.186
C  0.200  0.783  0.216  0.026
C  -0.433  -0.539  0.354  0.165
N  -0.776  -1.131  1.496  -0.348
C  -1.270  -2.381  1.357  0.202
N  -1.686  -3.113  2.341  -0.039
O  -2.063  -4.309  1.708  -0.126
N  -1.897  -4.186  0.293  -0.023
C  -1.401  -2.984  0.090  0.178
N  -1.025  -2.407  -1.051  -0.299
C  -0.527  -1.152  -0.925  0.168
H  1.460  2.266  -2.598  0.241
H  2.144  3.889  -0.828  0.221
H  1.624  3.616  1.530  0.231
H  0.458  1.496  2.229  0.234

Summary:
DFT total energy ... -21523.5115 eV
SMILES ... O=C1c2ccccc2-c2nc3nonc3nc21
Gap between HOMO and LUMO ... 7.501 eV

=====

Below is the molecule C17H19N5O3S2 at a distorted geometry, with properties calculated with wB97M-V/def2-TZVPD.

Each line ends with the natural charge from an NBO analysis.
CARTESIAN COORDINATES (ANGSTROEM)
C  -2.200  -1.612  -1.478  -0.414
N  -2.939  -0.427  -1.918  -0.441
C  -4.322  -0.587  -2.403  -0.406
C  -2.471  0.844  -1.518  0.631
O  -3.233  1.792  -1.650  -0.594
C  -1.089  1.044  -1.103  -0.057
C  0.021  0.530  -1.851  -0.176
C  1.381  0.707  -1.418  -0.034
C  2.589  0.182  -2.113  -0.168
C  3.951  0.739  -2.048  -0.035
N  4.810  0.028  -2.746  -0.242
N  4.092  -0.972  -3.292  -0.171
C  4.781  -1.958  -4.165  -0.403
C  2.743  -0.951  -2.886  -0.039
C  1.581  1.456  -0.236  -0.166
C  0.494  1.981  0.480  -0.280
S  0.681  2.820  2.122  2.093
O  -0.233  3.981  2.190  -0.907
O  2.060  3.220  2.366  -0.919
C  0.144  1.520  3.377  -0.136
C  0.688  1.537  4.636  -0.401
S  -0.023  0.288  5.644  0.434
C  -0.944  -0.246  4.254  0.067
C  -1.832  -1.460  4.325  -0.263
N  -2.512  -1.612  5.632  -0.851
N  -0.794  0.498  3.180  -0.440
C  -0.819  1.823  0.028  -0.168
H  -1.617  -1.422  -0.561  0.216
H  -2.923  -2.400  -1.170  0.201
H  -1.555  -2.023  -2.233  0.189
H  -4.508  -1.611  -2.737  0.203
H  -4.485  0.061  -3.297  0.221
H  -5.022  -0.317  -1.613  0.207
H  -0.150  0.070  -2.824  0.220
H  4.251  1.625  -1.456  0.216
H  5.695  -2.280  -3.681  0.220
H  5.092  -1.487  -5.107  0.212
H  4.177  -2.824  -4.402  0.213
H  1.968  -1.680  -3.209  0.227
H  2.613  1.662  0.143  0.246
H  1.441  2.287  4.952  0.273
H  -1.215  -2.332  4.108  0.216
H  -2.546  -1.372  3.542  0.202
H  -3.032  -2.515  5.703  0.376
H  -3.097  -0.839  5.901  0.372
H  -1.693  2.236  0.532  0.259

Summary:
DFT total energy ... -53198.5612 eV
SMILES ... CN(C)C(=O)c1cc(-c2cnn(C)c2)cc(S(=O)(=O)c2csc(CN)n2)c1
Gap between HOMO and LUMO ... 8.843 eV
Energy above the lowest of the compared OMol25 structures with the same formula, charge and spin ... 381.9 kJ/mol

=====

Below is the molecule C5H8O2, with properties calculated with wB97M-V/def2-TZVPD.

Each line ends with the natural charge from an NBO analysis.
CARTESIAN COORDINATES (ANGSTROEM)
O  1.068  -0.881  2.350  -0.631
C  1.248  -1.014  1.064  0.310
C  -0.053  -1.280  0.341  -0.587
C  -0.308  -0.130  -0.621  0.221
C  0.073  -0.233  -2.031  -0.101
O  -1.284  -0.379  -1.621  -0.491
C  -0.371  1.213  0.066  -0.638
H  0.132  -0.992  2.632  0.452
H  0.599  1.441  0.509  0.227
H  -0.936  -1.389  1.008  0.175
H  0.055  -2.217  -0.217  0.254
H  0.292  0.677  -2.590  0.184
H  0.547  -1.140  -2.407  0.186
H  -1.122  1.208  0.865  0.210
H  -0.643  2.003  -0.633  0.228

Summary:
DFT total energy ... -9405.9351 eV
Gap between HOMO and LUMO ... 9.593 eV
Energy above the lowest of the compared OMol25 structures with the same formula, charge and spin ... 376.0 kJ/mol